(1)
The following is a quantum chemistry calculation of a molecular structure, C3H5B in a non-equilibrium geometry, from the Open Molecules 2025 dataset.

Each line ends with the Mulliken charge.
Atoms and positions in Å:
B 1.01194 1.45318 0.32687  -0.27
C -0.40928 0.95532 0.64680  -0.58
C 0.82417 -0.77626 -0.39973  -0.43
C -0.28690 0.02453 -0.45802  -0.08
H -0.46682 0.49663 1.57014  0.30
H -1.15822 1.61710 0.52485  0.40
H 1.36557 -0.79844 0.58059  0.19
H 1.10987 -1.46563 -1.26468  0.25
H -0.63586 0.39263 -1.45090  0.24

Its lowest unoccupied orbital energy is 0.3 eV. For the HOMO energy, the calculation gives -8.114 eV. Its charge is 0. The value obtained for the total energy is -3863.440 eV.


(2)
The following is a quantum chemistry calculation of a gas-phase ion, CH8N3 (charge +1) in a non-equilibrium geometry, from the Open Molecules 2025 dataset.

Each line ends with the Mulliken charge.
Atoms and positions in Å:
N -1.38277 0.55120 -0.11573  -0.52
N -0.88253 -0.73306 0.20516  -0.27
C 0.36433 -0.83409 -0.42238  -0.35
N 1.18882 0.41495 0.16783  -0.43
H -1.48113 1.18182 0.67939  0.26
H -2.13504 0.43960 -0.76534  0.24
H -0.97017 -1.08626 1.17605  0.28
H 0.90922 -1.80394 -0.15844  0.33
H 0.30760 -0.64793 -1.49417  0.31
H 2.03578 0.77860 -0.28845  0.31
H 1.23002 0.28800 1.26656  0.37
H 0.28258 0.98132 -0.02356  0.47

Its lowest unoccupied orbital energy is -3.6 eV. For the HOMO energy, the calculation gives -14.601 eV. Its charge is +1. As for the structure (SMILES): NNC[NH3+]. The value obtained for the total energy is -5628.781 eV.


(3)
The following is a quantum chemistry calculation of a molecular structure, C6H20AgBr2O10P2 in a non-equilibrium geometry, from the Open Molecules 2025 dataset.

Each line ends with the Löwdin spin population.
Atoms and positions in Å:
Ag -1.17680 -0.47162 -1.92318  0.38
Br -1.34693 -1.20955 -4.61336  0.01
Br -1.42731 2.18756 -1.94848  0.02
O -3.24221 -1.04707 -1.51581  0.37
H -3.82407 -0.31354 -1.75838  0.01
O -0.80329 -1.88193 -0.26595  0.19
H 0.15016 -1.78659 -0.13572  0.00
C -3.26106 -0.77061 5.36202  0.00
O -2.22941 0.05976 4.80034  0.00
P -2.27236 0.18786 3.20663  0.00
O -2.92740 -0.88630 2.47705  0.00
O -2.99475 1.58870 3.01494  0.00
C -3.45712 1.90111 1.68526  0.00
O -0.74262 0.43169 2.96310  0.00
C -0.25447 0.85038 1.68639  0.00
H -3.00026 -0.89234 6.41893  0.00
H -3.23348 -1.75925 4.91351  0.00
H -4.22908 -0.27798 5.31212  0.00
H -4.51183 2.16275 1.76028  0.00
H -3.36532 1.03458 1.02394  0.00
H -2.87436 2.71176 1.25251  0.00
H -0.75380 0.47218 0.79635  0.00
H 0.78825 0.53801 1.61746  0.00
H -0.26754 1.94367 1.68524  0.00
C 4.51326 -1.36623 -0.34374  0.00
O 3.12906 -1.33886 -0.60991  0.00
P 2.53307 -0.52669 -1.81294  0.00
O 1.09982 -0.41667 -1.87515  0.02
O 3.27856 0.86867 -1.69556  0.00
C 2.59824 1.99186 -2.30039  0.00
O 3.17320 -1.26781 -3.05759  0.00
C 2.40210 -1.33470 -4.28844  0.00
H 4.79055 -2.37426 -0.03446  0.00
H 4.76092 -0.68302 0.47090  0.00
H 5.09433 -1.10747 -1.23174  0.00
H 2.01636 2.50334 -1.53378  0.00
H 1.92508 1.67339 -3.09149  0.00
H 3.36628 2.68362 -2.64377  0.00
H 1.35761 -1.03123 -4.14946  0.00
H 2.34901 -2.37357 -4.60054  0.00
H 2.86961 -0.67363 -5.01712  0.00

Its lowest unoccupied orbital energy (alpha / beta) is 4.4 / 4.4 eV. For the HOMO energy (alpha / beta), the calculation gives -1.209 / -0.913 eV. Its charge is -2. As for the expectation value of S²: 0.760. The spin multiplicity is 2. The value obtained for the total energy is -189687.970 eV.


(4)
The following is a quantum chemistry calculation of a molecular structure, C34H85MnO17 in a non-equilibrium geometry, from the Open Molecules 2025 dataset.

Each line ends with the Löwdin spin population.
Atoms and positions in Å:
Mn -3.79403 1.53918 1.90508  4.73
C -0.03569 0.68315 0.04571  0.00
C -0.67073 0.13415 1.33609  0.01
O -1.94648 0.62055 1.70939  0.14
H -0.40118 1.67079 -0.23878  0.00
H -0.25101 0.01166 -0.78645  0.00
H 1.05083 0.71484 0.13439  0.00
H -0.06599 0.24105 2.24059  0.00
H -0.78020 -0.94509 1.18545  0.00
C -7.10059 2.54308 1.65326  0.00
O -5.82557 2.62920 2.29304  0.03
C -5.39771 4.00866 2.17827  0.00
C -4.09788 4.22993 2.93176  0.01
O -3.06068 3.40472 2.43938  0.06
C -1.73718 3.63126 2.96776  0.00
H -7.83094 3.28038 1.98152  0.00
H -7.57182 1.56872 1.78947  0.00
H -6.99855 2.56946 0.56540  0.00
H -6.04225 4.80339 2.56310  0.00
H -5.29120 4.35161 1.14465  0.00
H -4.20766 4.12378 4.01234  0.00
H -3.85561 5.26908 2.69132  0.00
H -1.49585 4.69616 2.86747  0.00
H -0.93180 3.17886 2.39738  0.00
H -1.66781 3.54092 4.05208  0.00
C 1.86134 1.15087 4.81179  0.00
O 1.49897 1.72147 6.03875  0.00
C 1.65581 3.13901 6.13600  0.00
C 2.96022 3.54708 6.86458  0.00
O 4.10884 3.43808 6.02472  0.00
C 5.27941 3.68947 6.77772  0.00
H 2.94340 1.28709 4.72879  0.00
H 1.36899 1.60452 3.94551  0.00
H 1.58780 0.09956 4.89310  0.00
H 0.80757 3.48060 6.73145  0.00
H 1.56845 3.70579 5.20490  0.00
H 3.02173 2.93832 7.77184  0.00
H 2.83859 4.54580 7.29803  0.00
H 5.25046 4.76042 7.01266  0.00
H 6.11232 3.64885 6.07621  0.00
H 5.40202 3.09353 7.68133  0.00
C -1.02490 1.43383 -3.83682  0.00
O -0.28809 0.55465 -4.61913  0.00
C 1.05458 0.34601 -4.21071  0.00
C 1.78285 -0.41876 -5.34044  0.00
O 2.99450 0.16318 -5.73815  0.00
C 4.08680 0.08480 -4.79620  0.00
H -2.08989 1.20833 -3.89408  0.00
H -0.72930 2.46522 -4.04646  0.00
H -0.80537 1.23847 -2.77713  0.00
H 1.00750 -0.19013 -3.25603  0.00
H 1.61111 1.25893 -3.97168  0.00
H 1.20394 -0.54252 -6.25274  0.00
H 1.97026 -1.41533 -4.92430  0.00
H 3.70197 -0.19860 -3.81471  0.00
H 4.53848 1.06572 -4.64649  0.00
H 4.82600 -0.59985 -5.20743  0.00
C 3.81830 -0.42174 -0.47611  0.00
O 5.13020 -0.78804 -0.17463  0.00
C 6.10686 -0.20563 -1.01211  0.00
C 7.44057 -0.72455 -0.47000  0.00
O 7.66851 -2.04900 -0.97642  0.00
C 8.88986 -2.57442 -0.48241  0.00
H 3.28965 -0.54118 0.47424  0.00
H 3.32678 -1.14573 -1.13490  0.00
H 3.76841 0.61797 -0.80648  0.00
H 6.23466 0.88152 -1.02523  0.00
H 5.88435 -0.58241 -2.01398  0.00
H 7.49795 -0.78415 0.61839  0.00
H 8.27080 -0.11866 -0.84635  0.00
H 9.82023 -2.25592 -0.95170  0.00
H 8.77253 -3.65840 -0.53335  0.00
H 8.87921 -2.42609 0.60269  0.00
C -1.79001 4.37217 -1.07747  0.00
O -0.79733 5.28802 -1.57974  0.00
C -0.45776 6.40179 -0.74932  0.00
C 0.74875 7.14560 -1.26581  0.00
O 0.87934 8.40879 -0.65808  0.00
C 1.93124 9.23261 -1.15841  0.00
H -1.70642 3.49055 -1.70854  0.00
H -2.79511 4.77777 -0.96021  0.00
H -1.38517 4.06161 -0.10777  0.00
H -0.25760 5.92988 0.21978  0.00
H -1.35268 7.02044 -0.64517  0.00
H 0.63504 7.27842 -2.34687  0.00
H 1.66296 6.58364 -1.05638  0.00
H 1.55108 9.62104 -2.10771  0.00
H 2.83005 8.67086 -1.42129  0.00
H 2.08574 10.01522 -0.42239  0.00
C -2.40041 -2.03316 -1.68958  0.00
O -2.75037 -3.06249 -2.57689  0.00
C -4.10847 -2.98482 -3.00853  0.00
C -4.37428 -4.02005 -4.09936  0.00
O -3.92663 -5.28413 -3.75185  0.00
C -4.08465 -6.18272 -4.82744  0.00
H -1.36898 -2.21841 -1.39065  0.00
H -2.98991 -1.96055 -0.76894  0.00
H -2.51360 -1.06175 -2.18322  0.00
H -4.31090 -1.99137 -3.41875  0.00
H -4.84866 -3.15865 -2.22026  0.00
H -3.74541 -3.68866 -4.93730  0.00
H -5.41384 -4.01238 -4.44176  0.00
H -3.43698 -7.05469 -4.70515  0.00
H -3.66578 -5.82681 -5.77349  0.00
H -5.09292 -6.59051 -4.91475  0.00
C -0.43089 -5.46733 -3.98504  0.00
O -0.37444 -6.52066 -3.02040  0.00
C -0.26134 -6.22429 -1.64511  0.00
C 0.65625 -5.12685 -1.18552  0.00
O 0.79737 -5.08743 0.20457  0.00
C 1.62322 -4.09519 0.67859  0.00
H 0.55303 -5.00022 -4.11475  0.00
H -0.90108 -4.60255 -3.50694  0.00
H -0.82200 -5.91222 -4.89292  0.00
H 0.14720 -7.13710 -1.20793  0.00
H -1.27706 -6.03355 -1.28679  0.00
H 0.27655 -4.14083 -1.49675  0.00
H 1.60571 -5.16390 -1.73407  0.00
H 2.36693 -3.75728 -0.05208  0.00
H 2.14930 -4.29708 1.61009  0.00
H 0.98938 -3.20374 0.80347  0.00
C -2.16090 -2.63996 4.26205  0.00
O -2.56129 -3.75541 3.47848  0.00
C -2.18906 -3.80617 2.12697  0.00
C -2.58496 -5.14045 1.51059  0.00
O -4.01895 -5.24294 1.54772  0.00
C -4.58788 -4.67305 0.40064  0.00
H -2.62574 -2.68564 5.24246  0.00
H -2.42287 -1.73531 3.70725  0.00
H -1.07491 -2.56384 4.37393  0.00
H -1.11448 -3.59612 2.02894  0.00
H -2.53372 -2.95615 1.52108  0.00
H -2.20735 -6.04097 1.99146  0.00
H -2.15360 -5.15354 0.50655  0.00
H -4.31414 -5.09174 -0.56909  0.00
H -4.51881 -3.58067 0.48018  0.00
H -5.67741 -4.76253 0.45950  0.00

Its lowest unoccupied orbital energy (alpha / beta) is -4.2 / -4.9 eV. For the HOMO energy (alpha / beta), the calculation gives -10.638 / -10.638 eV. Its charge is +1. As for the expectation value of S²: 8.756. The spin multiplicity is 6. The value obtained for the total energy is -102744.168 eV.


Question: What is the charge in the fourth record?
Answer: +1